Computed, not measured: C23H19F3N4OS2 in the gas phase, with the ωB97M-V functional and the def2-TZVPD basis.

Structure (XYZ):
```
52
C23H19F3N4OS2 (the ωB97M-V functional and the def2-TZVPD basis)
C 2.75749 0.94625 -3.30563
H 2.77445 1.83171 -3.93575
H 1.92763 0.31659 -3.61713
H 3.68489 0.39671 -3.45237
C 2.59619 1.34535 -1.83779
C 2.58495 0.13692 -0.95611
C 3.63218 -0.29137 -0.20735
S 3.24144 -1.75108 0.66310
C 1.63643 -1.76775 0.01157
C 1.43118 -0.71023 -0.83797
C 0.22327 -0.36273 -1.46283
N -0.71613 0.07030 -1.96152
N 0.76483 -2.75889 0.41971
C -0.33790 -3.17531 -0.28506
O -0.56017 -2.84101 -1.41870
C -1.19429 -4.15769 0.49901
H -1.02868 -4.08623 1.57271
H -1.00526 -5.17471 0.15435
S -2.96154 -3.86001 0.15302
C -2.98880 -2.13602 0.35655
N -1.90462 -1.55123 0.84727
C -1.89789 -0.22557 0.88765
C -2.99453 0.53955 0.44582
C -4.09991 -0.20265 0.05546
N -4.10613 -1.52493 0.00343
C -5.39986 0.46257 -0.33564
F -5.28495 1.19383 -1.45749
F -6.39234 -0.39825 -0.53169
F -5.81633 1.32129 0.62033
C -2.89053 2.03081 0.45907
H -3.60570 2.47919 -0.22926
C -1.46743 2.43463 0.06988
C -0.46564 1.76512 0.95998
C 0.71230 2.38449 1.34773
C 1.61966 1.73253 2.16566
C 1.35130 0.45305 2.62575
C 0.19133 -0.18552 2.23319
C -0.70785 0.45371 1.38537
H -0.04529 -1.17830 2.58395
H 2.04922 -0.04389 3.28301
H 2.53282 2.22940 2.45794
H 0.91923 3.38921 1.00840
H -1.35540 3.51847 0.11524
H -1.28580 2.11184 -0.96144
H -3.11924 2.39411 1.46737
H 0.97475 -3.19496 1.30538
C 4.98183 0.31947 -0.05557
H 4.89965 1.34018 0.31806
H 5.57993 -0.25855 0.64389
H 5.50143 0.35003 -1.01294
H 3.41131 2.00759 -1.54289
H 1.65253 1.88196 -1.71471
```

frontier orbital gap = 8.23 eV
charge = 0
calculated total energy = -2278.1692 Ha
structure (SMILES) = CCc1c(C)sc(NC(=O)CSc2nc3c(c(C(F)(F)F)n2)CCc2ccccc2-3)c1C#N
largest force on an atom = 1.039 eV Å⁻¹

Here are the Mulliken charges for atoms 1 to 6, given in e: -1.22, 0.41, 0.32, 0.32, -0.78, -0.85


Computed, not measured: a molecular structure, C23H19F5NO4SbSe4Ti, with the ωB97M-V functional and the def2-TZVPD basis.

Structure (XYZ):
```
58
C23H19F5NO4SbSe4Ti (the ωB97M-V functional and the def2-TZVPD basis)
Ti -0.35247 0.16461 -0.18864
O 3.71865 0.47216 -0.50700
C 2.49849 0.05792 -0.39543
O 1.54961 0.84626 -0.25334
C 2.17195 -1.37908 -0.42512
C 3.01522 -2.47533 -0.47354
C 2.44708 -3.73480 -0.33384
C 1.07917 -3.87826 -0.12750
C 0.30137 -2.72767 -0.10302
N 0.86048 -1.55438 -0.29635
C -1.17648 -2.61395 0.22098
O -1.85326 -3.58207 0.48294
O -1.58533 -1.37421 0.21372
H 3.75883 1.37869 0.05338
H 4.07809 -2.33570 -0.56208
H 3.08332 -4.60602 -0.34474
H 0.61513 -4.83335 0.04697
C -2.21674 1.44127 0.63731
C -2.46378 1.19285 -0.73309
C -1.50106 1.91031 -1.48681
C -0.64572 2.58048 -0.57584
C -1.09458 2.30396 0.73758
C -0.65953 2.98604 1.99624
C 0.47358 3.51044 -0.94387
C -1.54878 2.13916 -2.96891
C -3.59914 0.37602 -1.27320
C -3.06116 0.96538 1.78258
H -0.71979 2.31670 2.85943
H -1.31483 3.84043 2.18043
H 0.36806 3.34463 1.93904
H 1.09148 3.09326 -1.73525
H 1.12732 3.68449 -0.09419
H 0.07735 4.46629 -1.29080
H -0.59374 2.49508 -3.34725
H -2.30138 2.90471 -3.19408
H -1.81251 1.23936 -3.52622
H -3.50893 0.23325 -2.35013
H -4.55637 0.87143 -1.07815
H -3.62372 -0.61106 -0.80960
H -2.44285 0.77566 2.66449
H -3.57440 0.03817 1.52816
H -3.80985 1.71930 2.03602
F 1.51106 1.14343 -2.93718
C 0.79254 0.04550 -3.31302
C -0.18162 -0.46366 -2.47951
C -0.87012 -1.52159 -3.04341
F -1.89451 -2.12121 -2.37639
C -0.61604 -2.06353 -4.30676
F -1.33877 -3.10252 -4.78426
C 0.39831 -1.52339 -5.08764
F 0.67366 -2.02019 -6.31361
C 1.11194 -0.44365 -4.57647
F 2.08694 0.11791 -5.32416
Se 3.87389 -1.11685 3.25398
Sb 2.37564 0.78275 3.18067
Se 3.24328 2.63676 1.79071
Se 1.77048 1.56854 5.45733
Se 0.22382 -0.28176 2.28290
```

frontier orbital gap = 5.03 eV
charge = -2
calculated total energy = -12438.6265 Ha
largest force on an atom = 1.936 eV Å⁻¹

Here are the Mulliken charges for atoms 1 to 6, given in e: -0.62, -0.60, -0.77, 1.36, 0.08, -0.77


Computed, not measured: a molecular structure, C23H19IrN3O6S, with the ωB97M-V functional and the def2-TZVPD basis.

Structure (XYZ):
```
53
C23H19IrN3O6S (the ωB97M-V functional and the def2-TZVPD basis)
Ir -0.21254 -0.30167 -0.07097
C -4.05826 2.01317 0.65021
O -4.00564 0.82522 1.51163
C -2.89578 0.20453 1.18535
N -2.21033 0.62545 0.19568
C -2.93969 1.78775 -0.39241
C -2.12863 3.02793 -0.70913
C -2.70952 4.25289 -0.62250
C -2.07296 5.42724 -1.08112
C -0.80206 5.34809 -1.68924
C -0.17269 4.15954 -1.81779
C -0.76325 2.90083 -1.30133
C -2.49764 -1.02085 1.92011
C -3.24912 -1.69116 2.87232
C -2.76357 -2.90485 3.34213
C -1.58633 -3.43466 2.81848
C -0.91430 -2.68576 1.87146
N -1.34475 -1.49399 1.47649
C 0.25583 -3.11847 1.07690
N 0.63416 -2.43997 0.05958
C 1.72473 -3.18853 -0.58932
C 2.01961 -4.31869 0.44439
O 0.88550 -4.24265 1.35885
C 2.92416 -2.33898 -0.88348
C 3.44487 -1.45603 0.13964
C 4.50452 -0.64328 -0.11912
C 5.09399 -0.69610 -1.39294
C 4.61155 -1.60458 -2.40680
C 3.55200 -2.41597 -2.14477
H -3.86822 2.86845 1.29300
H -5.05622 2.06442 0.22863
H -3.36958 1.41825 -1.32933
H -3.71209 4.35315 -0.22502
H -2.57066 6.38028 -0.97886
H -0.33143 6.24855 -2.05978
H 0.80282 4.09051 -2.28193
H -0.73515 2.11283 -2.06133
H -4.18582 -1.27896 3.22072
H -3.31806 -3.45682 4.08859
H -1.21289 -4.40134 3.12624
H 1.34797 -3.60465 -1.52426
H 2.91999 -4.14997 1.03251
H 2.03743 -5.30979 0.00423
H 2.96702 -1.43282 1.10876
H 4.87609 0.04375 0.62782
H 5.93150 -0.04956 -1.62416
H 5.09811 -1.62071 -3.37275
H 3.16444 -3.08638 -2.90045
O 2.53800 2.59322 -0.71611
S 1.48888 1.67923 -0.44783
O 0.09394 2.38013 -0.16617
O 1.59015 0.87610 0.80074
O 1.17991 0.70568 -1.54553
```

frontier orbital gap (spin up / spin down) = 6.01 / 4.19 eV
charge = +2
calculated total energy = -2005.3563 Ha
2S+1 = 6
largest force on an atom = 0.521 eV Å⁻¹

Here are the Mulliken charges for atoms 1 to 6, given in e: 0.97, -0.76, -0.40, 0.49, -0.26, 0.41


Computed, not measured: a molecular structure, C23H19IrN4O10S2Se2, with the ωB97M-V functional and the def2-TZVPD basis.

Structure (XYZ):
```
61
C23H19IrN4O10S2Se2 (the ωB97M-V functional and the def2-TZVPD basis)
Ir 0.37812 0.47005 -0.63880
C -2.42789 2.65157 -1.65772
C -2.46048 2.06750 -0.29156
N -1.45932 1.48042 0.33048
C -1.93142 1.15552 1.62916
C -3.28666 1.55098 1.72161
N -3.55306 2.12852 0.48171
C -4.33667 1.55075 2.69690
O -4.06700 1.08553 3.92358
O -5.45163 1.99067 2.42307
C -1.15157 0.64114 2.64998
O -1.52422 0.28049 3.78624
O 0.22186 0.57771 2.32263
H -1.40457 2.86686 -1.95372
H -3.01965 3.56832 -1.68423
H -2.82777 1.95739 -2.39652
H -4.45068 2.52870 0.26229
H -3.10798 0.84808 3.98906
Se 0.08336 1.87746 -4.26158
Se 2.27564 1.50736 -2.44373
C 2.01894 2.91156 -1.21450
C 2.64839 4.15448 -1.24176
C 2.37791 5.05713 -0.23122
C 1.48847 4.71371 0.78118
C 0.89224 3.46796 0.73490
N 1.15652 2.59804 -0.24053
C -0.69275 0.23141 -3.69442
C -0.96472 -0.75898 -4.64372
C -1.65739 -1.89533 -4.27978
C -2.09426 -2.03596 -2.97124
C -1.76627 -1.03993 -2.07651
N -1.06331 0.05602 -2.40832
H 3.33398 4.38666 -2.04433
H 2.85720 6.02881 -0.22916
H 1.25790 5.39579 1.58761
H 0.17844 3.13719 1.47923
H -0.62512 -0.60714 -5.65825
H -1.85715 -2.66783 -5.01239
H -2.64976 -2.90124 -2.63893
H -2.05482 -1.10834 -1.03338
O 1.11907 -1.58942 2.74737
S 0.20089 -2.41868 1.82255
O -0.67887 -3.22541 2.60389
O -0.37264 -1.60781 0.78143
C 1.47991 -3.48211 1.17020
C 1.44171 -4.77892 1.66359
C 2.42525 -5.69593 1.31356
C 3.45288 -5.30813 0.48214
C 3.49340 -4.01458 -0.01971
C 2.51247 -3.08946 0.30554
S 2.64109 -1.51166 -0.54369
O 2.43010 -0.46225 0.46926
O 3.93464 -1.52441 -1.16490
O 1.49240 -1.55178 -1.45931
H 0.64001 -5.05531 2.33208
H 2.38373 -6.70460 1.70499
H 4.23074 -6.01235 0.21299
H 4.28400 -3.69387 -0.68216
C 0.99380 -0.17001 3.15780
H 2.01507 0.18368 3.08301
H 0.59748 -0.19600 4.16603
```

frontier orbital gap (spin up / spin down) = 5.29 / 6.83 eV
charge = -1
calculated total energy = -7562.8992 Ha
2S+1 = 6
largest force on an atom = 0.765 eV Å⁻¹

Here are the Mulliken charges for atoms 1 to 6, given in e: 2.48, -1.38, 0.19, 0.10, 0.38, -0.10